[1]
This record from OMol25 describes C45H39NO2P2Rh as an isolated structure. The level of theory is ωB97M-V/def2-TZVPD.

Geometry as XYZ:
```
90
Properties=species:S:1:pos:R:3:lowdin_charge:R:1
Rh -0.16 0.40 -1.07 0.79
C 0.73 -2.04 5.44 0.01
C 0.67 -2.15 3.91 -0.40
C 0.95 -3.63 3.49 0.04
C -0.71 -1.82 3.39 -0.05
C -1.88 -2.22 4.02 0.04
C -3.12 -1.95 3.46 0.04
C -3.24 -1.29 2.22 -0.02
C -2.12 -0.89 1.54 -0.22
P -2.27 0.02 -0.05 1.02
C -3.26 -1.04 -1.12 -0.39
C -3.78 -0.45 -2.28 -0.10
C -4.46 -1.23 -3.19 -0.04
C -4.62 -2.59 -2.97 -0.03
C -4.09 -3.18 -1.82 -0.05
C -3.41 -2.41 -0.90 -0.09
C -3.20 1.50 0.33 -0.38
C -4.60 1.52 0.32 -0.08
C -5.26 2.69 0.67 -0.04
C -4.54 3.82 1.03 -0.03
C -3.15 3.80 1.04 -0.05
C -2.48 2.64 0.68 -0.10
C -0.87 -1.15 2.15 -0.15
O 0.21 -0.69 1.50 0.04
C 1.45 -0.63 2.04 -0.15
C 2.38 0.15 1.34 -0.25
C 3.65 0.23 1.85 -0.02
C 3.97 -0.45 3.04 0.03
C 3.02 -1.20 3.72 0.03
C 1.72 -1.30 3.24 -0.06
P 1.94 1.08 -0.17 1.03
C 1.93 2.81 0.28 -0.37
C 1.94 3.21 1.62 -0.07
C 1.85 4.56 1.94 -0.04
C 1.73 5.50 0.93 -0.04
C 1.70 5.11 -0.40 -0.04
C 1.79 3.76 -0.73 -0.10
C 3.25 0.73 -1.35 -0.37
C 4.23 1.66 -1.70 -0.07
C 5.22 1.31 -2.60 -0.04
C 5.24 0.04 -3.16 -0.03
C 4.27 -0.90 -2.81 -0.05
C 3.28 -0.55 -1.91 -0.11
H 0.02 -2.72 5.91 0.09
H 0.53 -1.03 5.78 0.12
H 1.71 -2.35 5.80 0.09
H 0.21 -4.29 3.95 0.11
H 1.95 -3.92 3.83 0.11
H 0.91 -3.76 2.40 0.10
H -1.83 -2.74 4.96 0.13
H -4.02 -2.26 3.99 0.14
H -4.22 -1.08 1.81 0.13
H -3.67 0.61 -2.44 0.11
H -4.88 -0.78 -4.08 0.12
H -5.16 -3.20 -3.68 0.12
H -4.23 -4.24 -1.65 0.12
H -3.01 -2.87 -0.01 0.10
H -5.16 0.65 0.03 0.11
H -6.34 2.72 0.66 0.12
H -5.07 4.73 1.30 0.12
H -2.60 4.69 1.31 0.12
H -1.39 2.63 0.68 0.08
H 4.41 0.82 1.35 0.13
H 4.98 -0.38 3.44 0.14
H 3.31 -1.70 4.63 0.13
H 2.04 2.48 2.42 0.10
H 1.87 4.87 2.97 0.12
H 1.67 6.56 1.18 0.12
H 1.62 5.85 -1.19 0.12
H 1.75 3.46 -1.77 0.10
H 4.23 2.65 -1.25 0.11
H 5.98 2.03 -2.87 0.12
H 6.02 -0.23 -3.86 0.12
H 4.30 -1.89 -3.23 0.12
H 2.52 -1.29 -1.63 0.09
O 0.11 1.61 -3.03 -0.14
C 0.61 0.83 -4.13 -0.13
C 0.46 -0.65 -3.88 -0.25
C 0.77 -1.55 -4.88 0.01
C 0.64 -2.90 -4.64 0.00
C 0.18 -3.33 -3.40 -0.02
C -0.10 -2.38 -2.45 -0.12
N 0.04 -1.06 -2.68 -0.02
H -0.44 2.33 -3.35 0.12
H 1.67 1.06 -4.27 0.14
H 0.08 1.09 -5.04 0.15
H 1.11 -1.18 -5.84 0.14
H 0.87 -3.62 -5.42 0.13
H 0.05 -4.38 -3.18 0.13
H -0.46 -2.66 -1.47 0.11
```

Results
E (eV): -74444.117
Total charge: +3
Frontier orbital gap (alpha / beta) (eV): 8.22 / 4.77
2S+1: 5
LUMO energy (alpha / beta) (eV): -7.5403 / -11.6894

---

[2]
This record from OMol25 describes C45H40BrCl2F9N4O3P2SZr as an isolated structure. The level of theory is ωB97M-V/def2-TZVPD.

Geometry as XYZ:
```
108
Properties=species:S:1:pos:R:3:lowdin_charge:R:1
Zr -0.79 0.09 -0.22 1.44
F -3.97 2.65 -5.87 0.17
C -3.02 2.18 -5.09 -0.12
C -3.21 2.11 -3.72 -0.13
F -4.34 2.50 -3.16 0.15
C -2.18 1.61 -2.94 -0.21
F -2.36 1.55 -1.59 -0.02
C -0.97 1.18 -3.44 -0.48
S 0.35 0.67 -2.39 0.64
C -0.81 1.25 -4.82 -0.23
F 0.33 0.85 -5.38 0.11
C -1.82 1.75 -5.64 -0.13
F -1.64 1.81 -6.95 0.16
F 5.18 4.68 1.42 0.18
C 3.95 4.26 1.21 -0.12
C 2.88 5.14 1.30 -0.12
F 3.09 6.40 1.60 0.17
C 1.59 4.67 1.09 -0.21
F 0.60 5.54 1.21 0.14
C 1.32 3.34 0.78 -0.31
P -0.41 2.83 0.50 1.06
C -1.21 3.17 2.10 -0.36
C -0.46 3.37 3.26 -0.09
C -1.10 3.53 4.48 -0.06
C -2.48 3.49 4.56 -0.06
C -3.23 3.28 3.41 -0.05
C -2.60 3.11 2.19 -0.11
C -0.96 4.05 -0.73 -0.36
C -0.23 4.12 -1.92 -0.12
C -0.62 4.99 -2.92 -0.06
C -1.75 5.79 -2.75 -0.05
C -2.47 5.72 -1.56 -0.05
C -2.08 4.86 -0.55 -0.07
C 2.42 2.48 0.68 -0.51
Br 2.27 0.65 0.25 0.96
C 3.71 2.93 0.90 -0.25
F 4.74 2.09 0.81 0.10
H 0.62 3.42 3.22 0.11
H -0.51 3.70 5.37 0.12
H -2.97 3.63 5.51 0.12
H -4.31 3.25 3.47 0.12
H -3.20 2.92 1.31 0.10
H 0.65 3.50 -2.06 0.09
H -0.04 5.06 -3.83 0.12
H -2.05 6.47 -3.53 0.12
H -3.33 6.36 -1.42 0.12
H -2.63 4.85 0.38 0.10
N -0.25 0.06 1.99 0.07
C -0.09 -0.01 3.12 -0.05
C 0.13 -0.09 4.53 -0.21
C 1.44 -0.05 5.02 -0.01
C 1.64 -0.11 6.38 -0.04
C 0.56 -0.20 7.25 -0.03
C -0.74 -0.23 6.75 -0.04
C -0.97 -0.17 5.39 -0.01
H 2.27 0.02 4.33 0.12
H 2.65 -0.08 6.78 0.12
H 0.72 -0.24 8.31 0.12
H -1.58 -0.30 7.43 0.12
H -1.97 -0.19 4.99 0.13
O 0.00 -1.77 -0.20 -0.49
P 0.93 -2.82 -0.88 0.60
N 2.50 -2.52 -0.55 -0.18
C 3.58 -2.07 -1.46 -0.19
C 4.75 -1.82 -0.51 -0.17
C 4.55 -2.90 0.55 -0.15
C 3.05 -2.89 0.78 -0.18
N 0.50 -4.22 -0.17 -0.19
C 1.12 -5.48 -0.65 -0.16
C 0.16 -6.58 -0.18 -0.15
C -1.18 -5.86 -0.05 -0.16
C -0.78 -4.50 0.50 -0.18
N 0.70 -2.76 -2.49 -0.18
C 1.60 -3.22 -3.57 -0.18
C 0.64 -3.81 -4.60 -0.15
C -0.59 -2.92 -4.47 -0.14
C -0.71 -2.70 -2.97 -0.18
H 3.28 -1.18 -2.02 0.10
H 3.85 -2.85 -2.16 0.11
H 4.68 -0.83 -0.06 0.07
H 5.71 -1.89 -1.02 0.13
H 5.11 -2.70 1.47 0.12
H 4.87 -3.87 0.17 0.12
H 2.76 -2.13 1.52 0.10
H 2.65 -3.84 1.11 0.10
H 2.12 -5.61 -0.23 0.11
H 1.21 -5.48 -1.74 0.11
H 0.48 -6.96 0.79 0.12
H 0.13 -7.41 -0.87 0.12
H -1.88 -6.38 0.60 0.12
H -1.65 -5.74 -1.03 0.11
H -0.62 -4.55 1.58 0.12
H -1.51 -3.71 0.30 0.09
H 2.32 -3.95 -3.22 0.11
H 2.14 -2.36 -3.99 0.12
H 0.40 -4.84 -4.33 0.12
H 1.07 -3.81 -5.60 0.12
H -1.49 -3.38 -4.88 0.12
H -0.42 -1.97 -4.98 0.11
H -1.31 -3.48 -2.49 0.12
H -1.15 -1.74 -2.73 0.06
Cl -3.81 -2.29 2.00 0.65
C -4.47 -1.14 0.79 -0.98
Cl -5.42 -1.94 -0.43 0.70
C -3.22 -0.49 0.21 -0.73
O -2.60 -0.99 -0.77 -0.13
O -2.69 0.49 0.81 -0.14
H -5.08 -0.41 1.30 0.08
```

Results
E (eV): -209648.504
Total charge: +2
Frontier orbital gap (eV): 7.70
LUMO energy (eV): -5.5652

---

[3]
This record from OMol25 describes a 3-piece molecular cluster, C45H40N2O6S overall. The level of theory is ωB97M-V/def2-TZVPD.

Geometry as XYZ:
```
94
Properties=species:S:1:pos:R:3:lowdin_charge:R:1
C 4.87 -4.39 -1.48 -0.13
C 4.67 -3.45 -0.19 -0.25
C 3.28 -2.60 -0.22 -0.18
C 3.37 -1.30 -1.16 -0.14
C 2.09 -0.94 -2.01 0.03
C 1.97 0.24 -3.00 -0.11
C 0.58 0.41 -3.80 -0.15
C 0.57 -0.65 -5.05 -0.19
C -0.87 -1.33 -5.30 -0.22
C -0.95 -2.89 -4.96 -0.21
C -0.98 -3.24 -3.39 -0.16
C -2.10 -2.48 -2.54 -0.17
O -3.28 -3.30 -2.22 -0.09
C -3.44 -3.44 -0.80 -0.37
C -3.02 -4.85 -0.13 0.01
O -3.94 -2.50 -0.13 0.05
C 3.20 1.20 -3.14 -0.25
N 3.26 2.38 -4.01 -0.23
S 4.83 3.03 -3.68 0.92
N 5.45 1.90 -2.53 -0.28
C 4.49 0.86 -2.26 -0.24
C 4.60 -0.37 -1.27 0.04
H 5.21 -3.73 -2.35 0.07
H 3.90 -4.92 -1.82 0.08
H 5.66 -5.20 -1.28 0.08
H 5.51 -2.68 -0.05 0.09
H 4.60 -4.18 0.72 0.11
H 2.87 -2.38 0.83 0.12
H 2.51 -3.30 -0.72 0.10
H 1.18 -1.61 -1.89 0.08
H 0.55 1.50 -4.18 0.12
H -0.32 0.14 -3.14 0.11
H 0.79 0.01 -5.98 0.11
H 1.44 -1.40 -4.99 0.11
H -1.07 -1.24 -6.44 0.11
H -1.70 -0.69 -4.81 0.11
H -0.01 -3.41 -5.39 0.12
H -1.84 -3.38 -5.52 0.12
H -1.22 -4.37 -3.31 0.12
H 0.09 -3.14 -2.95 0.10
H -1.63 -2.20 -1.52 0.13
H -2.48 -1.50 -2.99 0.12
H -3.43 -4.84 0.93 0.09
H -1.87 -4.98 -0.12 0.10
H -3.48 -5.70 -0.74 0.09
H 5.55 -0.56 -0.65 0.10
C -5.46 -1.47 3.51 -0.05
C -4.65 -1.26 2.40 -0.06
C -3.26 -1.37 2.51 0.00
C -2.69 -1.68 3.74 -0.08
C -3.50 -1.87 4.86 -0.09
C -4.89 -1.77 4.74 0.00
C -2.90 -2.15 6.19 -0.28
O -3.61 -2.32 7.17 0.10
C -1.43 -2.22 6.31 -0.08
C -0.84 -2.43 7.56 0.00
C 0.54 -2.50 7.68 -0.06
C 1.35 -2.38 6.55 -0.06
C 0.77 -2.17 5.30 0.00
C -0.62 -2.08 5.18 -0.08
C -1.22 -1.82 3.85 -0.28
O -0.51 -1.71 2.86 0.09
H -6.54 -1.39 3.42 0.11
H -5.09 -1.01 1.44 0.10
H -2.64 -1.21 1.64 0.11
H -5.52 -1.93 5.61 0.12
H -1.47 -2.52 8.44 0.12
H 0.99 -2.66 8.65 0.11
H 2.43 -2.45 6.64 0.11
H 1.40 -2.08 4.42 0.12
C -3.03 7.80 0.48 -0.06
C -3.63 6.69 -0.12 -0.06
C -2.84 5.63 -0.57 0.00
C -1.46 5.69 -0.44 -0.08
C -0.86 6.81 0.14 -0.08
C -1.65 7.86 0.61 0.00
C 0.62 6.90 0.24 -0.28
O 1.14 7.88 0.75 0.10
C 1.44 5.80 -0.29 -0.09
C 2.84 5.89 -0.25 0.01
C 3.62 4.85 -0.73 -0.05
C 3.02 3.70 -1.24 -0.10
C 1.63 3.60 -1.29 0.02
C 0.84 4.65 -0.82 -0.08
C -0.63 4.55 -0.90 -0.28
O -1.16 3.55 -1.35 0.10
H -3.65 8.62 0.84 0.11
H -4.71 6.64 -0.23 0.11
H -3.32 4.77 -1.03 0.12
H -1.19 8.73 1.07 0.12
H 3.31 6.78 0.15 0.12
H 4.70 4.93 -0.71 0.11
H 3.63 2.89 -1.61 0.01
H 1.17 2.71 -1.69 0.11
```

Results
E (eV): -73408.156
Total charge: 0
Frontier orbital gap (eV): 7.25
LUMO energy (eV): -1.2759

---

Question: E of number 1 (C45H39NO2P2Rh)?
Answer: -74444.117 eV